Formula: C28H27BO4PPtSTe
Source: the OMol25 dataset
Level of theory: ωB97M-V/def2-TZVPD

```
! wB97M-V def2-TZVPD RIJCOSX def2/J DEFGRID3
* xyz 1 5
Pt 0.691 -1.919 0.994
O -0.073 -4.782 -2.207
C 0.488 -4.330 -1.241
O 0.157 -3.952 -0.107
C 2.166 -4.326 -1.526
P 3.086 -2.884 -1.019
C 2.346 -1.443 -1.844
C 2.823 -0.153 -1.582
C 2.287 0.935 -2.245
C 1.303 0.746 -3.208
C 0.863 -0.535 -3.509
C 1.390 -1.631 -2.848
C 2.935 -2.736 0.822
C 2.536 -3.854 1.590
C 2.758 -3.884 2.958
C 3.394 -2.826 3.597
C 3.787 -1.717 2.866
C 3.579 -1.673 1.497
H 2.297 -4.464 -2.597
H 2.541 -5.218 -1.021
H 3.635 0.005 -0.888
H 2.644 1.931 -2.022
H 0.889 1.599 -3.730
H 0.100 -0.683 -4.261
H 1.037 -2.617 -3.116
H 2.108 -4.723 1.116
H 2.454 -4.753 3.524
H 3.598 -2.874 4.657
H 4.294 -0.898 3.358
H 3.982 -0.838 0.944
C -2.607 4.790 -3.593
C -3.453 3.923 -2.647
C -4.336 3.008 -3.498
C -4.375 4.819 -1.804
C -2.528 3.143 -1.718
C -1.673 3.844 -0.855
C -0.808 3.216 0.030
C -0.804 1.838 0.024
O -0.050 0.943 0.744
B -0.376 -0.340 0.243
O -1.358 -0.211 -0.710
C -1.620 1.130 -0.847
C -2.500 1.749 -1.708
H -3.259 5.325 -4.285
H -1.930 4.163 -4.178
H -2.012 5.524 -3.051
H -4.981 3.618 -4.130
H -4.976 2.382 -2.874
H -3.738 2.370 -4.151
H -5.023 5.402 -2.461
H -3.811 5.511 -1.179
H -5.001 4.206 -1.154
H -1.685 4.926 -0.866
H -0.160 3.785 0.685
H -3.126 1.150 -2.354
Te 0.257 -0.384 3.369
C 0.099 -1.405 5.166
C 0.024 -0.818 6.415
C -0.055 -1.753 7.461
C -0.057 -3.044 7.008
S 0.026 -3.128 5.309
H 0.027 0.253 6.559
H -0.119 -1.490 8.506
H -0.107 -3.948 7.595
*
```

As for the energy relative to the best compared isomer or geometry (same formula, charge and spin): 129.2 kJ/mol. For the strongest force on any atom, the calculation gives 0.0214 hartree/bohr. As for the molar mass: 824.05 g mol⁻¹. The value obtained for the HOMO energy (alpha / beta) is -10.32 / -10.74 eV.

Formula: C28H27ClF5IN2O5Ti
Source: the OMol25 dataset
Level of theory: ωB97M-V/def2-TZVPD

```
! wB97M-V def2-TZVPD RIJCOSX def2/J DEFGRID3
* xyz 0 1
Ti -0.570 -1.201 0.550
C -1.542 -2.714 3.940
C -2.208 -3.046 2.614
N -2.338 -1.902 1.686
C -3.039 -0.769 2.337
C -4.430 -1.074 2.899
C -3.033 -2.395 0.486
C -3.168 -1.275 -0.550
N -2.078 -0.341 -0.321
C -2.117 0.844 -0.949
C -1.290 1.883 -0.465
F -0.469 1.546 0.577
C -1.322 3.175 -0.939
F -0.560 4.114 -0.363
C -2.162 3.521 -1.990
C -2.963 2.522 -2.516
F -3.787 2.814 -3.534
C -2.960 1.228 -2.022
F -3.787 0.330 -2.609
H -1.398 -3.641 4.492
H -2.141 -2.047 4.557
H -0.563 -2.271 3.760
H -3.205 -3.472 2.800
H -1.606 -3.805 2.108
H -3.132 0.046 1.612
H -2.387 -0.409 3.139
H -5.104 -1.429 2.123
H -4.845 -0.158 3.313
H -4.397 -1.808 3.699
H -4.024 -2.802 0.733
H -2.418 -3.203 0.069
H -4.136 -0.763 -0.440
H -3.125 -1.711 -1.556
H -2.199 4.521 -2.383
C 3.907 -0.281 -3.079
C 2.949 0.864 -2.937
C 3.439 2.103 -2.547
C 2.608 3.205 -2.443
Cl 3.260 4.725 -1.948
C 1.262 3.098 -2.743
C 0.761 1.868 -3.121
C 1.583 0.748 -3.221
O 0.993 -0.383 -3.751
C 1.012 -1.604 -3.045
C 0.262 -1.517 -1.720
O -0.700 -2.257 -1.487
O 0.636 -0.657 -0.863
H 4.923 0.091 -3.183
H 3.668 -0.880 -3.956
H 3.874 -0.919 -2.194
H 4.497 2.217 -2.357
H 0.623 3.965 -2.693
H -0.279 1.759 -3.387
H 2.029 -1.957 -2.835
H 0.502 -2.322 -3.692
F 0.124 -2.776 0.800
I 6.596 2.593 1.539
C 4.846 1.452 1.849
C 3.870 1.440 0.868
C 2.711 0.715 1.068
C 2.545 -0.018 2.239
C 3.553 -0.023 3.202
C 4.703 0.720 3.017
C 1.322 -0.842 2.492
O 1.362 -1.799 3.239
O 0.216 -0.450 1.910
H 4.000 1.998 -0.047
H 1.945 0.702 0.304
H 3.423 -0.617 4.094
H 5.475 0.727 3.772
*
```

As for the energy relative to the best compared isomer or geometry (same formula, charge and spin): 66.1 kJ/mol. For the strongest force on any atom, the calculation gives 0.0541 hartree/bohr. As for the molar mass: 776.75 g mol⁻¹. The value obtained for the HOMO energy is -8.37 eV.

Formula: C28H27DyIN3Te
Source: the OMol25 dataset
Level of theory: ωB97M-V/def2-TZVPD

```
! wB97M-V def2-TZVPD RIJCOSX def2/J DEFGRID3
* xyz -2 6
Dy -0.398 -0.296 -0.099
C 2.044 -0.562 1.832
C 2.363 -1.496 0.822
C 2.691 -0.767 -0.338
C 2.601 0.607 -0.041
C 2.222 0.740 1.310
C 2.040 2.026 2.039
C 2.814 1.699 -1.025
C 3.093 -1.341 -1.646
C 2.371 -2.982 0.921
C 1.566 -0.890 3.201
H 2.512 2.863 1.515
H 2.487 1.970 3.032
H 0.980 2.257 2.161
H 3.791 1.605 -1.499
H 2.769 2.683 -0.561
H 2.054 1.665 -1.805
H 4.178 -1.320 -1.761
H 2.652 -0.776 -2.468
H 2.762 -2.378 -1.739
H 1.643 -3.420 0.237
H 2.125 -3.330 1.926
H 3.354 -3.381 0.663
H 2.264 -0.531 3.960
H 1.456 -1.967 3.341
H 0.590 -0.434 3.385
I -1.993 1.502 1.496
C -2.968 -0.085 2.471
C -3.929 0.248 3.432
C -4.609 -0.759 4.112
C -4.332 -2.097 3.834
C -3.371 -2.450 2.873
C -3.091 -3.799 2.594
C -2.136 -4.151 1.639
C -1.449 -3.158 0.951
C -1.719 -1.819 1.222
C -2.675 -1.433 2.177
H -4.157 1.286 3.659
H -5.356 -0.502 4.859
H -4.875 -2.868 4.378
H -3.619 -4.591 3.122
H -1.931 -5.199 1.434
H -0.703 -3.415 0.205
N 1.422 -4.399 -4.635
C 0.575 -4.348 -3.842
N -0.502 -4.327 -2.865
C -0.424 -3.111 -2.072
N -0.398 -2.153 -1.416
Te -0.398 2.160 -1.841
C -0.395 3.896 -3.055
C 0.795 4.332 -3.652
C 0.797 5.478 -4.454
C -0.390 6.190 -4.660
C -1.578 5.756 -4.064
C -1.581 4.610 -3.262
H 1.714 3.784 -3.495
H 1.716 5.814 -4.915
H -0.388 7.077 -5.280
H -2.496 6.307 -4.223
H -2.503 4.277 -2.803
H -2.071 -0.296 -1.286
*
```

As for the energy relative to the best compared isomer or geometry (same formula, charge and spin): 0.0 kJ/mol. For the strongest force on any atom, the calculation gives 0.0924 hartree/bohr. As for the molar mass: 822.55 g mol⁻¹. The value obtained for the HOMO energy (alpha / beta) is -1.13 / -1.19 eV.

Formula: C28H27FIN4O3V
Source: the OMol25 dataset
Level of theory: ωB97M-V/def2-TZVPD

```
! wB97M-V def2-TZVPD RIJCOSX def2/J DEFGRID3
* xyz 2 3
V 0.417 0.482 0.106
I 2.339 1.962 -1.579
C 1.100 3.602 -1.186
C 1.603 4.857 -1.347
C 0.740 5.963 -1.203
C -0.586 5.762 -0.960
C -1.111 4.455 -0.811
C -2.502 4.250 -0.631
C -3.009 2.992 -0.521
C -2.133 1.883 -0.504
C -0.768 2.009 -0.643
C -0.253 3.327 -0.871
H 2.643 5.014 -1.596
H 1.138 6.963 -1.314
H -1.264 6.602 -0.887
H -3.154 5.114 -0.604
H -4.075 2.836 -0.418
H -2.579 0.906 -0.366
C 6.929 -2.587 2.651
C 6.791 -1.667 1.451
N 5.393 -1.583 0.977
C 4.636 -0.580 1.418
C 3.319 -0.363 1.077
C 2.687 0.832 1.777
O 3.382 1.549 2.449
O 1.386 0.962 1.646
C 2.714 -1.250 0.160
O 1.547 -1.122 -0.344
C 3.514 -2.382 -0.280
C 2.951 -3.336 -1.139
C 3.693 -4.402 -1.545
F 3.121 -5.342 -2.320
C 5.039 -4.570 -1.169
C 5.593 -3.632 -0.323
C 4.842 -2.540 0.138
N 5.827 -5.653 -1.625
C 6.242 -6.644 -0.649
C 7.533 -7.306 -1.095
N 7.328 -7.904 -2.464
C 6.842 -6.873 -3.453
C 5.566 -6.244 -2.925
H 7.968 -2.622 2.976
H 6.606 -3.602 2.417
H 6.328 -2.226 3.485
H 7.412 -1.982 0.615
H 7.094 -0.651 1.693
H 5.103 0.130 2.090
H 1.923 -3.235 -1.458
H 6.630 -3.746 -0.043
H 5.467 -7.414 -0.504
H 6.411 -6.178 0.319
H 7.838 -8.107 -0.424
H 8.337 -6.580 -1.197
H 6.639 -8.658 -2.403
H 8.195 -8.329 -2.796
H 6.682 -7.378 -4.403
H 7.640 -6.140 -3.553
H 4.769 -7.000 -2.893
H 5.255 -5.479 -3.633
C -3.011 -2.066 2.024
C -1.947 -1.314 1.384
N -1.126 -0.709 0.865
H -3.122 -1.720 3.050
H -2.764 -3.126 2.017
H -3.941 -1.900 1.482
*
```

As for the energy relative to the best compared isomer or geometry (same formula, charge and spin): 23.9 kJ/mol. For the strongest force on any atom, the calculation gives 0.0099 hartree/bohr. As for the molar mass: 664.39 g mol⁻¹. The value obtained for the HOMO energy (alpha / beta) is -11.89 / -11.92 eV.

Formula: C28H27N3PbSSi
Source: the OMol25 dataset
Level of theory: ωB97M-V/def2-TZVPD

```
! wB97M-V def2-TZVPD RIJCOSX def2/J DEFGRID3
* xyz 2 1
C 0.700 1.626 -0.147
C -0.486 1.816 -0.922
C -1.531 1.052 -0.323
H -0.586 2.453 -1.806
C -1.017 0.464 0.866
C 0.357 0.806 0.972
H 1.030 0.532 1.788
H 1.678 2.046 -0.371
H -2.546 0.959 -0.710
H -1.597 -0.108 1.597
Pb 0.383 -3.100 0.407
C -0.096 -1.700 -2.440
H -0.630 -1.255 -1.588
H 0.855 -2.208 -2.134
H -0.752 -2.409 -2.976
Si 0.305 -0.205 -3.750
C 1.830 -0.638 -4.721
C 2.768 0.391 -4.947
H 2.470 1.424 -4.765
C 4.069 0.080 -5.347
H 4.800 0.883 -5.450
C 4.436 -1.247 -5.573
H 5.462 -1.484 -5.845
C 3.484 -2.263 -5.438
H 3.768 -3.306 -5.593
C 2.173 -1.961 -5.067
H 1.413 -2.744 -5.012
C -1.156 0.441 -4.673
C -0.999 1.199 -5.854
H -0.141 1.023 -6.507
C -1.942 2.197 -6.153
H -1.834 2.857 -7.020
C -3.059 2.369 -5.335
H -3.764 3.189 -5.518
C -3.325 1.450 -4.319
H -4.264 1.508 -3.764
C -2.399 0.446 -4.014
H -2.620 -0.303 -3.249
H 0.724 1.009 -2.763
H 0.798 1.344 -3.613
N -1.116 -2.510 4.455
C 0.154 -2.043 4.820
C 0.561 -1.411 5.984
C 1.817 -0.787 5.968
C 2.581 -0.753 4.785
C 2.157 -1.422 3.614
C 0.936 -2.113 3.670
N 0.141 -2.665 2.652
C -1.110 -2.875 3.151
C -2.232 -3.107 2.269
C -3.597 -3.014 2.457
S -4.424 -2.933 0.913
C -2.934 -3.076 0.091
N -1.875 -3.217 0.914
H -1.933 -2.503 5.059
H -0.105 -1.445 6.851
H 2.196 -0.324 6.886
H 3.521 -0.196 4.793
H 2.739 -1.404 2.683
H -4.119 -2.970 3.411
H -2.844 -3.056 -0.997
*
```

As for the energy relative to the best compared isomer or geometry (same formula, charge and spin): 0.0 kJ/mol. For the strongest force on any atom, the calculation gives 0.0939 hartree/bohr. As for the molar mass: 672.90 g mol⁻¹. The value obtained for the HOMO energy (alpha / beta) is -11.92 / -11.92 eV.

Formula: C28H28Cl12F6I2N2O3
Source: the OMol25 dataset
Level of theory: ωB97M-V/def2-TZVPD

```
! wB97M-V def2-TZVPD RIJCOSX def2/J DEFGRID3
* xyz 0 1
C 0.483 5.434 0.589
C 0.416 4.372 1.421
C -0.281 3.135 1.000
C -1.672 3.182 0.672
C -2.384 4.481 0.826
Cl -2.901 5.340 -0.571
C -2.603 4.979 2.042
C -2.205 4.332 3.325
Cl -3.374 6.512 2.240
C -2.324 2.033 0.272
C -3.797 2.131 -0.047
O -4.541 2.605 0.766
C -4.453 1.679 -1.417
F -4.313 0.368 -1.675
F -5.774 1.908 -1.273
C -4.044 2.430 -2.718
F -4.390 3.723 -2.650
F -4.777 1.873 -3.708
C -2.554 2.336 -3.135
F -2.033 1.141 -2.796
F -1.821 3.288 -2.499
C -2.321 2.591 -4.647
O -3.025 3.286 -5.301
O -1.203 1.969 -5.127
C -1.633 0.803 0.225
N -2.334 -0.318 -0.115
C -1.660 -1.413 -0.156
I -2.653 -3.165 -0.668
C -0.267 -1.479 0.134
N 0.429 -0.446 0.494
C -0.267 0.731 0.549
C 0.381 1.924 0.922
I 2.420 1.897 1.400
H 0.799 5.343 -0.445
H 0.206 6.433 0.916
H 0.893 4.395 2.397
H -2.925 4.562 4.106
H -2.042 3.263 3.229
H -1.260 4.776 3.654
H -0.442 2.530 -4.922
H 0.236 -2.434 0.057
Cl 4.864 -1.427 1.999
C 4.996 -2.057 0.342
C 3.647 -2.224 -0.306
Cl 2.719 -3.547 0.451
H 5.537 -3.001 0.382
H 5.590 -1.340 -0.223
H 3.770 -2.485 -1.357
H 3.055 -1.313 -0.241
Cl 5.217 5.054 -0.140
C 6.614 4.794 0.937
C 6.894 3.330 1.151
Cl 5.610 2.538 2.100
H 6.410 5.300 1.877
H 7.474 5.266 0.467
H 7.822 3.208 1.709
H 6.987 2.801 0.206
Cl -0.650 -6.288 -0.441
C -0.548 -7.027 -2.059
C -1.896 -7.126 -2.725
Cl -2.961 -8.305 -1.919
H -0.083 -8.003 -1.951
H 0.107 -6.394 -2.657
H -1.770 -7.462 -3.753
H -2.404 -6.166 -2.733
Cl 6.347 -5.567 1.965
C 6.440 -6.249 0.321
C 5.075 -6.461 -0.282
Cl 4.167 -7.761 0.526
H 7.003 -7.177 0.372
H 6.999 -5.537 -0.286
H 5.181 -6.749 -1.327
H 4.478 -5.555 -0.224
Cl -7.202 -2.553 3.414
C -6.300 -1.040 3.143
C -5.415 -1.115 1.927
Cl -4.052 -2.246 2.144
H -5.723 -0.830 4.040
H -7.035 -0.249 3.008
H -4.984 -0.135 1.727
H -5.971 -1.433 1.048
*
```

Its SMILES is C=Cc1c(/C(Cl)=C(\C)Cl)c(C(=O)C(F)(F)C(F)(F)C(F)(F)C(=O)O)c2nc(I)cnc2c1I.ClCCCl.ClCCCl.ClCCCl.ClCCCl.ClCCCl. For the strongest force on any atom, the calculation gives 0.0311 hartree/bohr. As for the molar mass: 1233.77 g mol⁻¹. The value obtained for the HOMO energy is -8.72 eV.

Formula: C28H28N3O3STi
Source: the OMol25 dataset
Level of theory: ωB97M-V/def2-TZVPD

```
! wB97M-V def2-TZVPD RIJCOSX def2/J DEFGRID3
* xyz -1 1
Ti -0.170 0.347 0.378
C -0.541 -1.539 4.144
C 0.509 -1.512 3.072
C 0.142 -1.765 1.735
C 1.111 -1.765 0.717
C 2.440 -1.423 1.046
C 2.778 -1.142 2.349
C 1.820 -1.211 3.368
H -0.182 -2.053 5.037
H -1.451 -2.028 3.797
H -0.794 -0.512 4.420
H -0.837 -2.185 1.531
H 0.914 -2.266 -0.219
H 3.202 -1.449 0.276
H 3.802 -0.887 2.596
H 2.103 -0.990 4.390
C -4.479 -3.207 -0.719
C -3.097 -3.245 -0.870
C -2.327 -2.125 -0.616
C -2.912 -0.923 -0.178
C -4.311 -0.884 -0.058
C -5.068 -2.014 -0.321
N -2.101 0.156 0.114
N -2.817 1.362 0.284
C -2.069 2.429 0.164
C -2.657 3.740 0.276
C -1.900 4.847 0.088
C -0.516 4.725 -0.220
C -0.001 3.464 -0.291
N -0.721 2.343 -0.110
H -5.081 -4.085 -0.918
H -2.612 -4.155 -1.205
H -1.261 -2.153 -0.806
H -4.771 0.042 0.249
H -6.146 -1.958 -0.213
H -3.709 3.795 0.522
H -2.348 5.830 0.179
H 0.119 5.588 -0.360
H 1.060 3.310 -0.468
C -0.303 0.038 -3.767
O -0.376 -0.341 -2.405
C 0.500 0.169 -1.476
C 1.748 0.800 -2.022
H -0.271 1.125 -3.879
H -1.211 -0.338 -4.235
H 0.565 -0.399 -4.270
H 2.266 0.161 -2.748
H 2.446 1.007 -1.206
H 1.538 1.758 -2.514
O 5.787 5.206 4.378
C 5.576 4.493 3.236
O 6.468 4.418 2.431
C 4.252 3.850 3.088
C 4.094 2.892 2.084
C 2.896 2.232 1.915
C 1.784 2.497 2.739
S 0.282 1.656 2.598
C 1.942 3.493 3.720
C 3.146 4.143 3.891
H 5.022 5.107 4.957
H 4.940 2.674 1.444
H 2.797 1.484 1.138
H 1.092 3.749 4.338
H 3.186 4.922 4.648
*
```

As for the energy relative to the best compared isomer or geometry (same formula, charge and spin): 85.7 kJ/mol. For the strongest force on any atom, the calculation gives 0.0153 hartree/bohr. As for the molar mass: 534.48 g mol⁻¹. The value obtained for the HOMO energy (alpha / beta) is -3.31 / -3.17 eV.